The following is a DFT calculation (ωB97M-V/def2-TZVPD) of C52H49N6P2RuS2 as an isolated structure.

The spin multiplicity is 6. Its energy above the lowest of the compared OMol25 structures with the same formula, charge and spin is 0.000 eV. The calculation puts the HOMO energy (spin up / spin down) at -11.20 / -12.70 eV. The value obtained for the total energy is -106477.0326 eV. Its max |F| is 0.46 eV/A. Its LUMO energy (spin up / spin down) is -5.1 / -6.6 eV. The net charge is +2. As for the HOMO-LUMO gap (spin up / spin down): 6.09 / 6.13 eV.

Last column: Löwdin charge in e.
Atoms and positions in Å:
1 Ru 0.577 0.005 0.095  1.13
2 C 3.901 -4.363 5.146  -0.04
3 C 3.646 -4.398 3.627  -0.52
4 C 2.179 -4.792 3.431  -0.04
5 C 4.552 -5.482 3.015  -0.02
6 C 3.989 -3.035 3.026  -0.11
7 C 5.115 -2.389 3.458  -0.04
8 C 5.480 -1.109 3.038  -0.04
9 C 4.570 -0.421 2.209  -0.45
10 S 4.696 1.229 1.732  1.21
11 C 3.201 1.093 0.940  -0.55
12 N 2.621 -0.104 1.006  0.02
13 C 3.409 -0.986 1.725  -0.25
14 C 3.114 -2.437 1.937  -0.16
15 C 2.550 2.174 0.229  -0.28
16 C 3.123 3.431 0.026  -0.03
17 C 2.424 4.383 -0.688  -0.05
18 C 1.163 4.089 -1.199  -0.05
19 C 0.592 2.839 -0.991  -0.10
20 C 1.282 1.873 -0.271  -0.27
21 H 3.402 -5.205 5.625  0.09
22 H 3.520 -3.443 5.593  0.08
23 H 4.960 -4.444 5.383  0.09
24 H 2.012 -5.764 3.892  0.10
25 H 1.888 -4.882 2.385  0.06
26 H 1.513 -4.077 3.915  0.06
27 H 4.390 -6.430 3.528  0.10
28 H 5.603 -5.217 3.125  0.09
29 H 4.357 -5.646 1.954  0.08
30 H 5.750 -2.872 4.188  0.12
31 H 6.382 -0.635 3.392  0.12
32 H 2.080 -2.550 2.259  0.08
33 H 4.106 3.664 0.414  0.11
34 H 2.859 5.357 -0.854  0.12
35 H 0.624 4.839 -1.760  0.12
36 H -0.395 2.631 -1.389  0.10
37 N 0.032 -2.965 1.421  -0.37
38 P -0.511 -1.553 2.187  0.94
39 C 0.237 -1.477 3.831  -0.37
40 C -0.106 -2.407 4.819  -0.10
41 C 0.519 -2.378 6.054  -0.06
42 C 1.483 -1.415 6.318  -0.06
43 C 1.818 -0.479 5.351  -0.05
44 C 1.195 -0.511 4.112  -0.10
45 C -2.259 -1.854 2.513  -0.37
46 C -2.996 -2.699 1.683  -0.10
47 C -4.359 -2.852 1.880  -0.07
48 C -4.999 -2.153 2.894  -0.06
49 C -4.272 -1.307 3.720  -0.06
50 C -2.907 -1.156 3.532  -0.10
51 P 0.511 -2.596 -0.156  0.90
52 C -0.436 -3.762 -1.166  -0.36
53 C -1.633 -3.385 -1.765  -0.12
54 C -2.397 -4.315 -2.453  -0.06
55 C -1.968 -5.631 -2.542  -0.05
56 C -0.779 -6.020 -1.941  -0.05
57 C -0.012 -5.090 -1.262  -0.08
58 C 2.241 -2.973 -0.466  -0.30
59 C 2.593 -2.975 -1.791  -0.13
60 C 3.926 -3.066 -2.215  -0.04
61 C 4.957 -3.084 -1.249  -0.06
62 C 4.671 -3.130 0.073  0.00
63 C 3.276 -3.243 0.601  -0.22
64 H -0.203 -3.902 1.730  0.09
65 H -0.871 -3.150 4.626  0.12
66 H 0.251 -3.103 6.810  0.12
67 H 1.969 -1.389 7.283  0.12
68 H 2.561 0.277 5.561  0.11
69 H 1.464 0.227 3.364  0.08
70 H -2.511 -3.245 0.883  0.08
71 H -4.922 -3.523 1.244  0.11
72 H -6.062 -2.277 3.050  0.11
73 H -4.766 -0.774 4.521  0.11
74 H -2.345 -0.505 4.191  0.11
75 H -1.993 -2.368 -1.665  0.08
76 H -3.328 -4.017 -2.915  0.11
77 H -2.562 -6.358 -3.078  0.12
78 H -0.449 -7.046 -2.010  0.12
79 H 0.928 -5.395 -0.820  0.11
80 H 1.825 -2.886 -2.553  0.11
81 H 4.158 -3.074 -3.268  0.11
82 H 5.988 -3.059 -1.574  0.12
83 H 5.471 -3.151 0.801  0.12
84 H 3.142 -4.296 0.888  0.13
85 N 1.022 -1.200 -7.005  0.10
86 C 1.795 -0.373 -6.281  -0.84
87 S 2.976 0.566 -6.894  0.76
88 C 1.460 -0.314 -4.815  -0.20
89 C 0.180 -0.554 -4.314  0.02
90 C -0.036 -0.449 -2.954  -0.13
91 N 0.928 -0.122 -2.084  -0.08
92 C 2.157 0.110 -2.562  -0.10
93 C 2.459 0.027 -3.902  -0.01
94 H 1.188 -1.267 -7.996  0.11
95 H 0.388 -1.860 -6.588  0.10
96 H -0.662 -0.781 -4.951  0.12
97 H -1.021 -0.628 -2.541  0.08
98 H 2.918 0.369 -1.836  0.12
99 H 3.458 0.236 -4.253  0.10
100 N -2.644 0.289 0.035  0.15
101 C -2.241 1.116 1.050  -0.40
102 C -3.171 1.716 1.916  -0.01
103 C -2.711 2.538 2.912  -0.03
104 C -1.336 2.769 3.036  -0.04
105 C -0.493 2.141 2.160  -0.13
106 N -0.927 1.298 1.198  -0.04
107 H -3.633 0.237 -0.150  0.12
108 H -2.069 0.251 -0.788  0.05
109 H -4.225 1.531 1.776  0.12
110 H -3.411 3.015 3.583  0.12
111 H -0.938 3.429 3.789  0.12
112 H 0.578 2.294 2.203  0.11

---

The following is a DFT calculation (ωB97M-V/def2-TZVPD) of C19H21N5O2Pd as an isolated structure.

The spin multiplicity is 5. Its energy above the lowest of the compared OMol25 structures with the same formula, charge and spin is 2.093 eV. The calculation puts the HOMO energy (spin up / spin down) at -21.32 / -22.11 eV. The value obtained for the total energy is -35019.2108 eV. Its max |F| is 6.28 eV/A. Its LUMO energy (spin up / spin down) is -12.5 / -19.1 eV. The net charge is +4. As for the HOMO-LUMO gap (spin up / spin down): 8.80 / 3.00 eV.

Last column: Löwdin charge in e.
Atoms and positions in Å:
1 N 0.210 3.152 -0.333  0.13
2 C 0.527 4.268 -0.274  -0.19
3 C 0.887 5.670 -0.219  -0.01
4 H -0.021 6.288 -0.243  0.12
5 H 1.515 5.918 -1.084  0.11
6 H 1.445 5.873 0.704  0.11
7 N 3.472 -1.945 0.130  0.34
8 C 4.273 -2.540 -0.472  -0.01
9 C 5.239 -3.239 -1.302  0.07
10 H 5.526 -2.569 -2.125  0.14
11 H 4.753 -4.120 -1.746  0.14
12 H 6.127 -3.550 -0.731  0.17
13 N -2.438 -1.893 -0.254  0.12
14 C -3.527 -2.276 -0.373  -0.18
15 C -4.872 -2.786 -0.499  -0.01
16 H -4.975 -3.687 0.113  0.12
17 H -5.067 -3.036 -1.546  0.12
18 H -5.594 -2.035 -0.165  0.11
19 Pd 0.516 -0.349 -0.715  0.94
20 C 0.434 -2.151 0.105  -0.13
21 O 0.470 -3.118 0.730  0.20
22 C 1.807 0.790 0.284  -0.12
23 O 2.561 1.359 0.947  0.20
24 C 1.206 0.875 -2.585  -0.09
25 C -0.191 0.941 -2.492  -0.06
26 C -0.940 -0.241 -2.535  -0.04
27 C -0.275 -1.466 -2.630  -0.10
28 C 1.111 -1.516 -2.837  -0.04
29 C 1.851 -0.343 -2.836  -0.02
30 H 1.793 1.785 -2.477  0.15
31 H -0.680 1.899 -2.340  0.13
32 H -2.018 -0.209 -2.419  0.14
33 H -0.837 -2.392 -2.546  0.14
34 H 1.601 -2.482 -2.949  0.15
35 H 2.935 -0.369 -2.962  0.15
36 N -1.796 -1.463 2.587  0.29
37 C -1.505 -0.169 2.838  -0.29
38 C -2.223 0.505 3.864  0.10
39 C -1.913 1.823 4.144  0.05
40 C -0.901 2.423 3.397  0.07
41 C -0.263 1.687 2.393  -0.07
42 N -0.546 0.421 2.090  0.15
43 H -1.561 -1.849 1.673  0.04
44 H -2.606 -1.856 3.046  0.15
45 H -2.982 -0.053 4.398  0.15
46 H -2.443 2.377 4.911  0.15
47 H -0.578 3.448 3.532  0.15
48 H 0.492 2.204 1.802  0.07